(1)
113
Properties=species:S:1:pos:R:3:forces:R:3:lowdin_charge:R:1 method="wB97M-V/def2-TZVPD" gap_ev=6.8 energy_ha=-9202.277419 e_lumo_ev=-5.99 de_lowest_ev=0.0000 total_charge=+2
Ti -0.0218 0.5732 0.1401 0.0981 -0.0543 0.1194 1.006
O 3.5925 -1.3411 -1.4450 -0.0697 0.0659 -0.0467 0.049
C 4.2755 -0.1728 -1.5750 -0.0070 -0.0574 -0.0463 -0.281
C 5.6649 -0.2700 -1.6006 -0.1178 -0.0753 -0.0136 0.006
C 6.4417 0.8586 -1.7538 0.0354 0.0420 0.0039 -0.051
C 5.8421 2.1066 -1.8809 0.0404 0.0042 0.0151 -0.069
C 4.4660 2.2038 -1.8327 -0.0508 -0.0110 0.0354 -0.031
C 3.6547 1.0768 -1.6639 0.0265 0.0787 -0.0067 -0.100
C 2.1508 1.1959 -1.6472 0.0436 -0.0593 0.1515 -0.305
O 1.5230 0.3254 -0.7013 0.0472 -0.1365 -0.0300 -0.252
N 1.6971 2.5086 -1.2285 0.0835 0.0008 0.1215 0.024
N 0.3182 2.5138 -1.1759 0.0051 -0.0064 0.2843 -0.039
C -0.2896 3.6193 -1.3841 0.0314 -0.1224 -0.1411 -0.145
C -1.7241 3.7605 -1.3403 -0.1205 0.0841 -0.0242 -0.609
Br -2.6976 2.1711 -0.9591 0.0037 -0.0090 0.0875 0.944
C -2.3883 4.9071 -1.5488 -0.0497 -0.1193 0.0364 -0.056
C -1.8046 6.1831 -1.9747 0.0162 0.0645 -0.0124 -0.232
C -0.8753 6.2617 -3.0151 -0.0070 0.0001 0.0084 -0.051
C -0.3622 7.4899 -3.3991 0.0159 0.0037 -0.0091 -0.057
C -0.7687 8.6468 -2.7490 0.0040 0.0142 -0.0051 -0.053
C -1.7095 8.5798 -1.7300 -0.0002 0.0006 0.0106 -0.053
C -2.2391 7.3571 -1.3549 -0.0001 -0.0101 -0.0105 -0.024
H 2.6397 -1.1705 -1.4256 0.1672 -0.0485 -0.0304 0.052
H 6.1074 -1.2532 -1.5064 -0.0083 0.0124 -0.0074 0.130
H 7.5199 0.7675 -1.7790 -0.0266 0.0034 -0.0022 0.117
H 6.4425 2.9962 -2.0125 -0.0121 -0.0237 -0.0001 0.112
H 4.0361 3.1914 -1.9391 -0.0392 0.0060 0.0349 0.104
H 1.7134 0.9054 -2.6110 0.0680 0.0207 -0.1427 0.153
H 2.0998 3.2966 -1.7142 0.0203 0.0756 -0.1830 0.128
H 0.2751 4.5194 -1.6170 0.0108 0.0043 -0.0182 0.140
H -3.4616 4.9022 -1.3835 0.0084 -0.0109 -0.0036 0.124
H -0.5992 5.3683 -3.5637 -0.0094 0.0139 0.0076 0.118
H 0.3417 7.5483 -4.2187 -0.0129 -0.0051 0.0049 0.114
H -0.3697 9.6051 -3.0535 -0.0008 -0.0079 0.0065 0.116
H -2.0404 9.4841 -1.2372 -0.0022 -0.0094 -0.0059 0.116
H -2.9889 7.3095 -0.5737 0.0136 -0.0062 -0.0140 0.121
C 1.3157 -3.0833 1.3250 0.0215 0.0306 -0.0596 -0.270
Sb -0.1925 -2.0767 2.4773 0.0606 -0.0919 -0.0033 1.489
C 0.4837 -0.0602 1.9745 -0.1529 0.3730 -0.0278 -0.551
C -0.3710 0.9897 2.5947 0.0564 0.0124 0.0677 -0.476
C -0.8667 1.1032 3.8925 0.0371 0.0231 -0.0631 -0.025
C -1.5535 2.2542 4.2228 -0.0143 0.0051 0.0300 -0.002
C -1.7519 3.2540 3.2684 -0.0070 0.0301 -0.0273 -0.013
C -1.2805 3.0553 1.9931 0.0079 -0.0363 0.0264 -0.103
N -0.6105 1.9371 1.6718 0.0312 0.1310 0.0538 -0.028
Si 2.2780 0.3359 2.6211 0.1234 -0.1314 -0.0294 0.484
C 2.3304 -0.1795 4.4224 0.0416 -0.0005 -0.0486 -0.165
C 2.4818 2.1934 2.4806 0.0354 -0.0649 0.0474 -0.144
C 3.6506 -0.5034 1.6754 -0.0096 0.0401 0.0834 -0.136
C -1.8997 -2.5385 1.1638 -0.0698 -0.0331 0.0209 -0.553
C -1.8999 -2.0426 -0.2341 -0.0021 -0.0791 -0.0620 -0.362
C -2.7390 -2.6672 -1.1705 0.0410 0.0338 -0.0103 -0.039
C -2.8240 -2.2394 -2.4767 -0.0221 -0.0182 0.0338 0.013
C -2.0437 -1.1672 -2.8900 0.0491 0.0014 0.0048 -0.032
C -1.2289 -0.5915 -1.9550 0.0216 -0.1115 -0.1714 -0.210
N -1.1562 -0.9817 -0.6575 -0.2830 -0.0782 -0.1432 0.000
Si -1.9285 -4.5111 1.2301 -0.0504 0.0222 0.0943 0.476
C -1.0845 -5.1418 2.8009 0.0531 -0.0324 -0.0344 -0.207
C -3.6387 -5.2818 1.2715 0.0788 0.0234 -0.0122 -0.178
C -1.0424 -5.2050 -0.2821 -0.0480 -0.0756 0.0395 -0.158
Si -3.5228 -1.8600 1.9860 -0.0549 -0.0277 0.0461 0.468
C -5.1157 -2.3276 1.1102 0.0521 0.0659 0.0627 -0.159
C -3.5371 0.0209 1.8463 -0.0076 -0.0446 -0.0081 -0.161
C -3.5591 -2.4307 3.7749 0.0143 0.0441 -0.0435 -0.167
H 2.1403 -3.3495 1.9853 -0.0059 0.0231 -0.0071 0.028
H 1.6936 -2.4381 0.5335 -0.0356 -0.0246 -0.0115 -0.011
H 0.9178 -3.9927 0.8837 -0.0250 -0.0237 0.0365 -0.015
H -0.6933 0.3172 4.6139 0.0088 -0.0059 0.0075 0.114
H -1.9313 2.3886 5.2287 0.0024 -0.0019 -0.0151 0.130
H -2.2698 4.1694 3.5166 0.0069 -0.0176 0.0025 0.122
H -1.4224 3.7882 1.2118 -0.0071 0.0152 0.0007 0.100
H 1.6780 0.4186 5.0598 -0.0180 -0.0031 -0.0155 0.032
H 3.3520 -0.0352 4.7863 -0.0298 0.0156 -0.0111 0.049
H 2.0882 -1.2337 4.5800 0.0021 0.0128 -0.0260 0.025
H 1.8780 2.7464 3.2038 -0.0127 -0.0127 -0.0153 0.043
H 2.2613 2.5704 1.4795 -0.0033 -0.0277 -0.0398 0.021
H 3.5315 2.4285 2.6807 -0.0308 -0.0026 0.0279 0.054
H 3.4310 -1.4696 1.2243 -0.0039 0.0959 0.0771 0.016
H 4.0133 0.1561 0.8856 -0.0222 -0.0133 0.0496 0.030
H 4.4772 -0.6485 2.3781 -0.0104 0.0055 -0.0309 0.056
H -3.3365 -3.5070 -0.8455 0.0023 0.0262 0.0088 0.099
H -3.4847 -2.7451 -3.1697 0.0186 0.0160 0.0045 0.134
H -2.0426 -0.8065 -3.9075 0.0018 -0.0110 0.0073 0.128
H -0.5788 0.2241 -2.2544 0.0216 0.0162 -0.0044 0.084
H -1.1132 -4.5094 3.6889 -0.0569 0.0333 -0.0473 -0.003
H -0.0411 -5.4185 2.6283 -0.0412 0.0371 0.0118 0.037
H -1.6153 -6.0577 3.0786 0.0643 -0.0175 -0.0570 0.051
H -4.2349 -4.9904 2.1375 0.0296 0.0040 -0.0043 0.038
H -3.4637 -6.3597 1.3552 0.0104 0.0233 -0.0140 0.053
H -4.2332 -5.1299 0.3703 -0.0103 0.0182 0.0156 0.034
H -0.5421 -4.4649 -0.9042 0.0043 0.0219 0.0264 0.003
H -1.7514 -5.7345 -0.9235 0.0106 0.0234 0.0150 0.050
H -0.2948 -5.9383 0.0332 -0.0245 0.0204 -0.0029 0.049
H -5.1531 -1.9660 0.0802 0.0359 -0.0204 0.0176 0.037
H -5.8906 -1.7760 1.6556 -0.0011 -0.0255 -0.0265 0.054
H -5.3988 -3.3761 1.1266 0.0292 0.0181 0.0105 0.020
H -4.1454 0.3131 0.9862 0.0011 -0.0123 0.0189 0.022
H -2.5602 0.4852 1.7290 -0.0421 -0.0334 0.0198 -0.022
H -3.9965 0.4702 2.7309 -0.0118 -0.0309 -0.0175 0.055
H -2.9950 -3.3473 3.9527 -0.0370 -0.0114 -0.0351 0.013
H -4.5914 -2.6246 4.0760 0.0077 0.0393 -0.0004 0.049
H -3.1593 -1.6711 4.4511 0.0092 -0.0059 -0.0314 0.033
Br 3.9802 -5.4343 -4.6939 -0.0182 0.0181 0.0083 0.816
C 2.8617 -4.0300 -4.1456 -0.0368 0.0301 0.0155 -0.683
C 2.7246 -2.8950 -4.9295 0.0263 -0.0306 -0.0346 -0.089
C 1.8951 -1.8834 -4.4747 0.0466 -0.0017 0.0322 -0.128
N 1.2307 -1.9338 -3.3191 -0.0360 0.1281 -0.0105 0.057
C 1.3726 -3.0403 -2.5909 -0.0110 -0.0200 -0.0522 -0.165
C 2.1646 -4.1160 -2.9503 0.0133 -0.0111 -0.0101 -0.090
H 3.2496 -2.7965 -5.8694 -0.0122 -0.0141 0.0163 0.111
H 1.7670 -0.9869 -5.0730 0.0094 -0.0160 0.0333 0.113
H 0.8328 -3.0627 -1.6498 -0.0326 0.0012 0.0333 0.078
H 2.2437 -4.9869 -2.3141 0.0057 0.0186 -0.0171 0.110

=====

(2)
62
Properties=species:S:1:pos:R:3:forces:R:3:lowdin_charge:R:1 method="wB97M-V/def2-TZVPD" gap_ev=5.3 energy_ha=-1855.825412 e_lumo_ev=-5.92 de_lowest_ev=1.1337 total_charge=+1
C -6.4891 0.9532 -1.6293 -1.1824 -0.5318 0.2927 -0.001
C -5.1812 1.5735 -1.5988 2.0345 0.7065 -0.2993 -0.298
C -4.7693 2.8849 -1.7210 0.2502 -0.4267 0.1350 0.004
C -3.3563 2.8445 -1.9100 -0.0007 -0.4005 -0.0557 0.008
C -2.9525 1.5080 -1.9547 -0.7144 0.1325 -1.9889 -0.119
B -1.9610 0.6704 -2.9715 -1.4202 1.7734 1.7951 -0.513
O -0.8255 1.1889 -3.5463 -0.4946 -0.6221 0.9585 0.161
C 0.1649 0.3466 -2.8566 -0.0009 -0.2879 -0.4970 -0.411
C 0.9896 -0.3689 -3.9092 -0.1329 -0.2771 -0.0631 0.004
C 1.0840 1.2944 -2.1361 0.0482 0.4970 0.2372 0.000
C -0.7407 -0.6689 -1.9577 0.7452 -0.3076 -1.2216 -0.355
C -0.2406 -2.1007 -1.9117 0.2930 -0.5026 0.3300 0.021
C -1.2059 -0.0827 -0.6004 -0.9865 1.1905 -1.2658 0.142
O -1.9899 -0.7114 -2.7483 1.0545 0.5455 0.9342 0.146
O -4.0980 0.7414 -1.6489 -0.5418 0.7545 -0.7583 0.033
H -7.1753 1.5658 -2.2200 0.0990 -0.0824 0.0670 0.101
H -6.4124 -0.0358 -2.0846 -0.0771 0.0813 0.0388 0.100
H -6.9402 0.8377 -0.6387 0.0955 -0.0195 -0.0447 0.098
H -5.4179 3.7593 -1.7828 0.2991 -0.3630 0.2232 0.125
H -2.6984 3.7113 -1.9761 -0.2316 -0.3436 -0.3831 0.124
H 1.8444 -0.8517 -3.4286 -0.0594 -0.1118 -0.1737 0.091
H 0.3944 -1.1093 -4.4505 0.1549 0.1014 0.0222 0.109
H 1.3774 0.3730 -4.6167 -0.1746 -0.1558 0.1339 0.111
H 1.9246 0.7447 -1.7073 -0.0971 0.1440 0.0109 0.073
H 1.4917 2.0072 -2.8624 -0.1089 -0.1992 0.1030 0.120
H 0.5675 1.8893 -1.3735 0.0861 -0.0282 -0.2009 0.093
H 0.8575 -2.1706 -1.9005 -0.4133 0.0454 0.0027 0.083
H -0.6077 -2.6018 -1.0073 0.0226 0.0516 -0.2080 0.097
H -0.6337 -2.6597 -2.7783 0.2592 0.4146 0.3350 0.119
H -0.4497 -0.0719 0.3913 -0.3081 -0.2477 0.3156 0.094
H -1.4139 1.0030 -0.6825 0.3897 -0.7083 0.5458 0.100
H -2.1260 -0.5990 -0.2994 0.4717 -0.1398 0.6265 0.154
F 4.1481 -5.3062 1.0708 -0.8791 0.4338 -0.7957 0.133
C 3.2119 -4.9398 0.1399 0.6728 -1.3115 -0.2124 -0.513
F 3.8166 -5.0105 -1.0815 -0.5009 0.0704 0.9904 0.127
F 2.2361 -5.9018 0.1671 0.8726 1.0029 -0.0163 0.124
C 2.6549 -3.5640 0.3965 -0.0377 -0.3852 -0.0970 -0.108
C 3.2210 -2.4549 -0.2192 -0.0373 0.1844 0.2605 0.019
C 2.6401 -1.2038 -0.0136 0.1353 0.3664 -0.1473 -0.010
C 1.4589 -1.0950 0.7283 -0.5505 -0.4590 -0.0968 -0.249
C 0.7101 0.2081 0.8359 3.8419 -0.3221 1.0309 -0.008
C 0.9279 0.8401 2.1866 -1.2220 0.7543 0.9630 -0.150
C 1.7535 0.2635 3.1816 0.1078 -0.4236 -0.1024 0.017
C 2.0904 0.9480 4.3444 -0.2530 -0.0551 -0.3166 0.019
C 1.5603 2.2056 4.5848 0.0669 0.2484 -0.2021 -0.097
C 1.8801 2.8381 5.9196 0.5294 0.5883 1.3659 -0.503
F 1.4083 4.1073 6.0629 0.2975 -1.2384 -0.3345 0.134
F 1.3570 2.0849 6.9434 0.4470 0.7492 -1.1012 0.129
F 3.2370 2.8924 6.1365 -1.3423 -0.1209 -0.3358 0.124
C 0.7860 2.8368 3.6125 -0.3378 -0.1618 -0.2301 0.023
C 0.4439 2.1503 2.4415 0.3844 -0.2917 -0.0068 0.012
C 0.9599 -2.2162 1.4135 0.2238 0.0563 -0.0056 -0.025
C 1.5725 -3.4534 1.2606 -0.2635 0.2909 0.1927 0.020
H 4.1091 -2.5698 -0.8391 -0.2258 0.0755 0.1700 0.138
H 3.1460 -0.2968 -0.3904 -0.4528 -0.6401 0.0274 0.132
H 1.0958 0.9265 0.1168 -0.7678 -0.2471 -0.1913 0.097
H 2.1983 -0.7260 3.0697 -0.2265 0.3392 -0.1984 0.122
H 2.7792 0.5155 5.0642 -0.2071 -0.1025 -0.1148 0.140
H 0.4481 3.8601 3.7660 -0.0407 -0.2944 0.0127 0.131
H -0.1924 2.6267 1.6932 0.1899 0.0055 0.2411 0.124
H 0.1248 -2.1103 2.1127 0.1211 -0.0200 -0.3981 0.142
H 1.2056 -4.3198 1.8134 0.0953 0.2251 -0.2987 0.141

=====

(3)
64
Properties=species:S:1:pos:R:3:forces:R:3:lowdin_charge:R:1 method="wB97M-V/def2-TZVPD" gap_ev=6.7 energy_ha=-4086.831514 e_lumo_ev=0.03 de_lowest_ev=0.0000 total_charge=0
Ba -0.1126 -0.6713 0.0480 -0.1223 0.0111 -0.1146 1.809
O -4.2656 1.0766 -1.9464 -0.2480 0.1048 -0.0927 0.002
C -3.9365 2.3711 -2.1745 -0.0478 -0.1594 0.0962 -0.268
C -4.7542 3.1200 -3.0135 -0.1022 0.0584 -0.0954 -0.025
C -4.4662 4.4485 -3.2606 0.0530 0.0022 0.0286 -0.095
C -3.3547 5.0461 -2.6701 -0.0141 -0.0506 0.0079 -0.101
C -2.5443 4.2967 -1.8363 -0.0064 -0.0111 -0.0216 -0.036
C -2.8139 2.9523 -1.5729 0.0959 0.0003 0.0777 -0.080
C -1.9222 2.1420 -0.6816 -0.3273 -0.1415 -0.0667 -0.453
O -2.2117 0.8673 -0.5426 0.4173 0.2962 0.1187 -0.312
N -0.9405 2.7850 -0.1260 -0.0604 0.2516 -0.0768 0.038
N -0.1017 1.9797 0.6175 0.0572 -0.5179 0.0445 -0.139
C 0.7231 2.5997 1.3652 0.1140 0.1901 0.0828 -0.112
C 1.7534 2.0027 2.2077 0.1382 0.0647 0.0963 -0.163
C 2.7278 2.8966 2.6836 -0.0343 0.0391 -0.0285 -0.079
C 3.7739 2.5129 3.4964 -0.0070 -0.0983 0.0223 -0.130
C 3.8406 1.1724 3.8895 -0.0904 0.0398 -0.0385 -0.116
C 2.8882 0.2721 3.4642 0.0822 -0.0729 -0.0653 -0.044
C 1.8188 0.6292 2.5990 -0.1300 -0.2227 -0.0159 -0.428
O 0.9702 -0.2771 2.2194 0.1426 0.2661 0.0552 -0.402
H -3.5575 0.7615 -1.3172 0.2140 -0.0404 -0.0258 0.030
H -5.6152 2.6339 -3.4556 0.0142 0.0213 -0.0011 0.112
H -5.1106 5.0232 -3.9148 0.0071 -0.0052 0.0048 0.098
H -3.1257 6.0866 -2.8612 -0.0041 -0.0173 0.0069 0.094
H -1.6751 4.7335 -1.3647 -0.0080 0.0030 -0.0019 0.102
H 0.6862 3.6929 1.3727 -0.0252 -0.0021 -0.0580 0.119
H 2.6453 3.9389 2.3890 -0.0166 -0.0327 -0.0094 0.104
H 4.5049 3.2341 3.8373 -0.0099 -0.0130 -0.0066 0.090
H 4.6358 0.8395 4.5472 0.0006 -0.0072 -0.0029 0.095
H 2.9246 -0.7649 3.7802 -0.0017 0.0183 0.0042 0.103
C 5.9882 -1.5085 -0.1491 -0.0926 0.0846 0.0096 -0.057
N 4.8361 -0.6547 0.0979 -0.0056 -0.0660 0.1501 -0.163
C 5.1052 0.7451 0.3771 0.0173 -0.0497 -0.0478 -0.045
C 3.5479 -1.0295 -0.1946 0.0986 0.3458 -0.2055 -0.453
N 2.6261 -0.2333 -0.5876 -0.0656 -0.3234 0.0447 0.057
N 3.3319 -2.3877 0.0563 -0.0025 -0.0358 0.0336 0.134
C 2.3086 -3.2255 -0.3600 0.0364 -0.0764 -0.0961 -0.536
N 2.4556 -4.4947 0.1592 -0.1207 0.0961 0.0243 0.144
N 1.3517 -2.8335 -1.1103 0.0374 0.1224 0.1855 -0.011
H 6.4772 -1.8174 0.7791 -0.0012 0.0128 0.0271 0.088
H 6.7208 -0.9659 -0.7493 0.0106 0.0081 -0.0165 0.089
H 5.6978 -2.3936 -0.7098 -0.0184 -0.0046 0.0032 0.083
H 6.0074 0.8090 0.9838 0.0037 0.0030 0.0062 0.094
H 4.2864 1.1761 0.9533 -0.0097 -0.0030 0.0057 0.071
H 5.2631 1.3321 -0.5357 0.0037 -0.0035 -0.0030 0.096
H 3.0174 0.6775 -0.8018 -0.0681 0.0314 0.0327 0.056
H 3.9220 -2.7516 0.7850 -0.0358 -0.0177 0.0292 0.140
H 3.3593 -4.8189 0.4534 0.0362 -0.0087 -0.0580 0.094
H 1.8243 -5.1990 -0.1771 -0.0067 -0.0274 -0.0216 0.102
H 0.6924 -3.5775 -1.3193 0.1971 -0.1283 -0.0441 -0.026
C -4.8981 -2.0806 -1.9765 -0.0507 0.0012 0.0283 -0.238
As -3.8973 -2.8832 -0.5545 0.0093 -0.0211 -0.1086 0.628
C -4.0575 -1.7418 0.9829 -0.0191 0.0662 0.0088 -0.240
C -4.8580 -4.4840 -0.1017 -0.0205 -0.0227 0.0688 -0.265
S -1.9203 -3.3059 -1.1019 -0.0222 0.0569 0.1303 0.018
H -5.9427 -1.9787 -1.6841 -0.0017 0.0020 0.0026 0.048
H -4.8094 -2.7251 -2.8476 -0.0028 -0.0179 -0.0256 0.042
H -4.4851 -1.1006 -2.1958 -0.0127 0.0443 -0.0745 0.015
H -5.1086 -1.6392 1.2527 0.0162 0.0290 -0.0202 0.046
H -3.6381 -0.7625 0.7483 0.0002 0.0065 -0.0058 0.018
H -3.5120 -2.1963 1.8078 0.0207 -0.0005 0.0075 0.042
H -5.8913 -4.2428 0.1466 0.0130 -0.0187 -0.0008 0.039
H -4.3645 -4.9507 0.7471 -0.0131 -0.0398 0.0307 0.036
H -4.8214 -5.1585 -0.9532 -0.0113 -0.0196 -0.0252 0.036